Entry 1:
C4H9NO2S | ωB97M-V/def2-TZVPD

Summary:
Max |F|: 3.1 eV/A
E_tot: -761.21881 hartree
LUMO level: 0.75 eV
Frontier orbital gap: 9.81 eV
SMILES: C[C@@H](CS)NC(=O)O

Geometry (Å):
C (1.62793, 0.72970, 0.33015)
C (0.42467, -0.40856, 0.11844)
C (-0.52281, -0.58007, 1.35593)
S (-0.52374, -2.35221, 1.71485)
N (-0.48159, -0.33209, -0.97218)
C (-1.01207, 0.84995, -1.31133)
O (-1.77431, 0.81271, -2.50558)
O (-0.77458, 1.91223, -0.79093)
H (1.33948, 1.70664, 0.10122)
H (2.01030, 0.78431, 1.33271)
H (2.39344, 0.46678, -0.41993)
H (1.11620, -1.35147, -0.09202)
H (-1.57966, -0.34931, 1.23241)
H (-0.03576, -0.02381, 2.06167)
H (0.79872, -2.43809, 1.77455)
H (-0.93747, -1.15987, -1.35115)
H (-2.06876, 1.73316, -2.57880)

Forces on the atoms, in the same order (eV/Å):
C -1.383 -2.187 -1.773
C 2.005 -0.670 1.138
C 1.190 -1.896 -1.641
S -0.533 -0.329 0.609
N -0.309 0.457 -2.254
C -0.250 0.779 -2.194
O 0.611 -0.291 1.731
O -0.329 0.154 0.410
H -0.879 1.417 -0.414
H 0.163 -0.730 0.479
H -0.032 0.025 0.641
H -1.878 1.642 0.738
H 0.360 0.538 -0.322
H 0.437 1.240 2.641
H 0.296 -0.216 0.101
H 0.561 0.232 0.221
H -0.029 -0.164 -0.112

These are the natural (NBO) partial charges, in e, on atoms 1 to 6:
1. C -0.610
2. C -0.027
3. C -0.521
4. S -0.036
5. N -0.654
6. C 0.878

Entry 2:
C4H9NO2S | ωB97M-V/def2-TZVPD

Summary:
Max |F|: 3.5 eV/A
E_tot: -761.02952 hartree
LUMO level: -3.14 eV
Frontier orbital gap: 4.68 eV

Geometry (Å):
C (0.03420, -0.68257, 0.40872)
N (-0.99434, -0.72451, -0.52103)
C (-2.39112, -0.49177, -0.14436)
O (-3.23762, -0.32572, -1.03254)
O (-2.14079, 0.84254, 0.86656)
C (0.91523, 0.71331, 0.37352)
C (1.98695, 0.52812, -0.57523)
S (3.35835, -0.54066, -0.13155)
H (0.74421, -1.50130, 0.17611)
H (-0.42408, -0.60298, 1.40456)
H (-0.69908, -0.86239, -1.51197)
H (-2.60232, -1.14604, 0.72702)
H (0.23631, 1.53380, 0.12515)
H (1.28873, 0.75806, 1.38711)
H (-2.53181, 1.56604, 0.34723)
H (1.96527, 0.79330, -1.62370)
H (4.49190, 0.14277, -0.27561)

Forces on the atoms, in the same order (eV/Å):
C -2.026 -2.186 -1.253
N 2.314 -0.111 -0.939
C -1.056 1.103 1.614
O 0.521 -0.029 -0.390
O -0.041 -0.013 -0.774
C 2.553 1.475 -1.887
C 0.179 0.034 1.582
S -1.294 -0.330 0.678
H -0.248 0.518 0.963
H 0.486 -0.348 -0.215
H -1.014 0.115 1.103
H 0.019 -0.254 -0.251
H -0.167 -0.519 0.102
H 0.061 -0.054 0.175
H 0.062 -0.393 0.136
H -0.239 0.371 0.035
H -0.108 0.619 -0.679

These are the natural (NBO) partial charges, in e, on atoms 1 to 6:
1. C -0.150
2. N -0.530
3. C 0.547
4. O -0.748
5. O -0.941
6. C -0.523

Entry 3:
C4H9NO2S | ωB97M-V/def2-TZVPD

Summary:
Multiplicity: 3
Max |F|: 8.4 eV/A
E_tot: -760.99528 hartree
LUMO level (spin up / spin down): 0.73 / -2.69 eV
Frontier orbital gap (spin up / spin down): 5.32 / 6.49 eV

Geometry (Å):
C (0.29492, -0.10215, 1.11982)
C (1.76260, -0.59056, 1.11173)
C (0.60198, 0.97454, -1.16068)
C (-2.71781, -0.36809, -0.47270)
N (-0.22096, 0.57034, -0.00229)
O (-0.44970, -0.33986, 2.03998)
O (-2.01269, 2.34742, -0.49060)
S (-1.85667, 1.09342, 0.29234)
H (1.78525, -1.50850, 0.63899)
H (2.12810, -0.81479, 2.21538)
H (2.35894, 0.22103, 0.73537)
H (1.15388, 0.06423, -1.54721)
H (-0.12804, 1.36604, -2.01908)
H (1.29348, 1.77338, -0.81183)
H (-3.35927, -0.68205, 0.34583)
H (-1.94239, -1.06955, -0.84050)
H (-3.35212, -0.10426, -1.27992)

Forces on the atoms, in the same order (eV/Å):
C 6.412 1.558 -5.230
C -1.144 1.181 3.825
C -1.515 -0.087 -0.869
C 0.750 0.429 0.301
N -1.325 0.892 -0.515
O -5.016 -1.703 5.839
O -0.446 -1.197 0.286
S 1.891 0.124 -1.143
H 0.747 -1.902 -1.461
H -0.854 0.664 -2.073
H 0.511 -0.105 -0.480
H -0.481 1.126 0.379
H 1.714 -0.725 2.001
H -0.294 -0.461 -0.676
H 0.220 -0.653 0.005
H -0.641 0.247 0.687
H -0.529 0.613 -0.875

These are the natural (NBO) partial charges, in e, on atoms 1 to 6:
1. C 0.259
2. C -0.626
3. C -0.432
4. C -0.830
5. N -0.630
6. O -0.303

Entry 4:
C4H9NO3 | ωB97M-V/def2-TZVPD

Summary:
Max |F|: 2.0 eV/A
E_tot: -438.28206 hartree
LUMO level: 0.36 eV
Frontier orbital gap: 10.24 eV
SMILES: C[C@@H](O)[C@H](N)C(=O)O

Geometry (Å):
C (0.02087, 0.24491, -0.64929)
C (-1.40101, -0.10489, -0.08377)
C (1.05420, -0.55890, 0.13632)
C (2.44011, -0.43604, -0.46155)
H (0.83125, 1.72025, 0.28749)
H (-0.66870, 2.09948, -0.39241)
H (0.08341, 0.02979, -1.72694)
H (0.78548, -1.65827, 0.20747)
H (0.38055, -0.30984, 2.05210)
H (2.86099, 0.51099, -0.79480)
H (3.20750, -0.85007, 0.20586)
H (2.47304, -1.03676, -1.34855)
H (-1.35458, -1.78308, -1.04178)
N (0.26594, 1.69896, -0.59058)
O (-2.10809, 0.67526, 0.50556)
O (1.09114, -0.01646, 1.43237)
O (-1.87624, -1.34450, -0.30850)

Forces on the atoms, in the same order (eV/Å):
C -1.208 0.269 -0.879
C -0.320 0.923 -0.425
C -0.077 -0.418 0.212
C 1.061 -0.587 0.088
H -0.815 1.032 -0.687
H 0.960 0.064 0.148
H -0.346 -0.760 0.216
H 0.181 1.106 -0.361
H 0.653 0.177 -1.144
H -0.795 0.538 0.379
H -0.395 -0.052 0.063
H -0.048 -0.549 -0.613
H -0.679 0.615 1.276
N 0.091 -1.051 1.500
O 0.834 -0.346 -0.143
O -0.103 0.005 1.758
O 1.005 -0.966 -1.388

These are the natural (NBO) partial charges, in e, on atoms 1 to 6:
1. C -0.198
2. C 0.765
3. C 0.092
4. C -0.639
5. H 0.374
6. H 0.383

Entry 5:
C4H9NO3 | ωB97M-V/def2-TZVPD

Summary:
Max |F|: 0.8 eV/A
E_tot: -438.27070 hartree
LUMO level: 0.24 eV
Frontier orbital gap: 10.58 eV
SMILES: NC(=O)O.C=CCO

Geometry (Å):
C (0.99050, -1.34496, 1.07068)
O (1.43917, -2.44451, 1.86894)
C (0.15754, -1.92374, -0.02626)
C (-1.11963, -1.65095, -0.27194)
H (1.86305, -0.83402, 0.65177)
H (0.40790, -0.64380, 1.67519)
H (1.80342, -2.09878, 2.69599)
H (0.65579, -2.68443, -0.62003)
H (-1.60168, -2.17195, -1.08620)
H (-1.72921, -1.08623, 0.42127)
N (0.26482, 2.19761, -1.46371)
C (-0.95336, 2.65854, -0.99326)
O (-0.98037, 3.03672, 0.31038)
O (-1.91680, 2.84081, -1.67582)
H (0.14354, 1.89467, -2.41587)
H (0.75413, 1.50950, -0.91187)
H (-0.17879, 2.74553, 0.77075)

Forces on the atoms, in the same order (eV/Å):
C -0.106 -0.446 0.225
O 0.078 0.225 0.301
C -0.176 0.021 -0.088
C 0.406 -0.604 0.382
H -0.006 0.164 -0.049
H -0.046 0.076 -0.063
H -0.057 -0.124 -0.288
H 0.126 0.201 -0.162
H -0.232 0.139 -0.031
H 0.027 0.402 -0.227
N -0.173 -0.174 -0.058
C -0.095 0.487 0.345
O 0.354 -0.562 0.219
O -0.130 -0.002 -0.337
H 0.135 -0.124 -0.159
H 0.027 0.062 0.132
H -0.132 0.258 -0.142

These are the natural (NBO) partial charges, in e, on atoms 1 to 6:
1. C -0.106
2. O -0.718
3. C -0.195
4. C -0.383
5. H 0.163
6. H 0.162

Entry 6:
C4H9NO3 | ωB97M-V/def2-TZVPD

Summary:
Max |F|: 1.7 eV/A
E_tot: -438.16079 hartree
LUMO level (spin up / spin down): 0.53 / 0.50 eV
Frontier orbital gap (spin up / spin down): 7.68 / 7.57 eV

Geometry (Å):
C (0.86821, 0.91748, -0.64882)
C (-1.31664, 0.30050, -1.34664)
C (0.67343, 1.50550, 0.71030)
C (0.52281, -1.99462, -0.04507)
N (0.39004, -1.80644, 1.28793)
O (-0.07720, 0.64450, -1.50540)
O (-2.03471, 0.62926, -0.21234)
O (1.51020, -2.42940, -0.58201)
H (-2.77277, 1.23097, -0.41387)
H (1.84741, 0.91928, -1.10205)
H (1.21472, -1.87584, 1.86614)
H (-0.42518, -1.36827, 1.67649)
H (-1.85420, 0.13237, -2.26724)
H (-0.43310, -1.78024, -0.60599)
H (-0.27777, 1.18248, 1.13693)
H (1.48530, 1.18836, 1.36786)
H (0.67947, 2.60409, 0.68378)

Forces on the atoms, in the same order (eV/Å):
C 1.060 0.615 0.718
C -1.701 -0.155 -0.181
C -0.336 -0.174 -0.142
C -0.949 -0.185 -0.343
N 0.242 0.080 0.406
O 0.240 -0.291 -0.159
O 0.169 0.169 -0.105
O 0.358 0.007 -0.117
H 0.375 -0.249 -0.062
H -0.073 -0.016 -0.148
H -0.099 -0.063 -0.066
H -0.056 0.040 -0.117
H 0.046 0.124 -0.023
H 0.586 0.013 0.294
H 0.182 0.133 0.078
H 0.000 0.018 -0.072
H -0.045 -0.065 0.039

These are the natural (NBO) partial charges, in e, on atoms 1 to 6:
1. C 0.078
2. C 0.277
3. C -0.700
4. C 0.519
5. N -0.829
6. O -0.376

Entry 7:
C4H9NO3 | ωB97M-V/def2-TZVPD

Summary:
Max |F|: 4.3 eV/A
E_tot: -438.22996 hartree
LUMO level: 0.70 eV
Frontier orbital gap: 9.54 eV
SMILES: CN[C@@H](CO)C(=O)O

Geometry (Å):
C (-2.20135, -0.17597, -1.25924)
N (-1.07904, -0.91723, -0.74293)
C (-0.09527, -0.41199, 0.27651)
C (1.16740, -1.19553, 0.26941)
O (1.40192, -1.58385, 1.63880)
C (0.20361, 1.10949, 0.00852)
O (-0.46406, 2.14694, 0.64814)
O (1.11687, 1.26230, -0.75949)
H (-2.75442, 0.45731, -0.56543)
H (-2.89146, -1.00693, -1.38694)
H (-1.97773, 0.23655, -2.21358)
H (-0.39548, -1.18398, -1.46081)
H (-0.62576, -0.57847, 1.23451)
H (1.96808, -0.57320, -0.01843)
H (1.05057, -2.18168, -0.36359)
H (2.11852, -2.28947, 1.59000)
H (0.17679, 2.98128, 0.39406)

Forces on the atoms, in the same order (eV/Å):
C -0.773 -1.595 0.539
N 3.472 -0.586 0.732
C -3.915 1.697 0.709
C -0.447 -2.739 0.525
O 1.473 -1.654 -0.393
C 0.429 -1.013 0.649
O 3.178 1.104 -1.708
O -0.164 1.661 -0.289
H 0.734 0.418 0.075
H -0.669 0.255 -0.676
H -0.106 0.976 -0.648
H -1.225 0.065 -0.420
H 0.626 0.406 -0.159
H 0.958 0.273 -0.907
H 0.224 2.028 0.830
H -1.359 1.440 0.350
H -2.437 -2.734 0.790

These are the natural (NBO) partial charges, in e, on atoms 1 to 6:
1. C -0.439
2. N -0.611
3. C -0.169
4. C -0.079
5. O -0.723
6. C 0.780

Question: max |F| of number 2 (C4H9NO2S)?
Answer: 3.5 eV/A

Question: max |F| of number 5 (C4H9NO3)?
Answer: 0.8 eV/A